Entry 1:
The following is a DFT calculation (wB97M-V/def2-TZVPD) of a 12-piece molecular cluster, C30H90N18O12 overall in a non-equilibrium geometry.

## Properties
SMILES	COC[C@H](C)N.COC[C@H](C)N.COC[C@H](C)N.COC[C@H](C)N.COC[C@H](C)N.COC[C@H](C)N.NC(N)=O.NC(N)=O.NC(N)=O.NC(N)=O.NC(N)=O.NC(N)=O
total charge	0
ΔE to the lowest compared entry with this formula, charge and spin	1.7953	eV

Structure (XYZ):
```
150
Properties=species:S:1:pos:R:3:lowdin_charge:R:1
C 4.644 -3.816 -4.748 -0.08
O 3.668 -3.087 -4.004 -0.22
C 2.574 -3.856 -3.546 -0.18
C 1.653 -2.780 -2.897 -0.46
C 0.513 -3.427 -2.099 -0.03
N 1.127 -1.870 -3.817 0.05
H 4.713 -4.838 -4.382 0.09
H 5.642 -3.420 -4.596 0.09
H 4.439 -3.795 -5.788 0.08
H 2.041 -4.370 -4.414 0.15
H 2.838 -4.609 -2.819 0.11
H 2.268 -2.086 -2.250 0.12
H -0.066 -2.670 -1.587 0.07
H 0.830 -4.165 -1.382 0.05
H -0.034 -4.014 -2.820 0.08
H 0.367 -2.305 -4.313 0.09
H 1.752 -1.607 -4.516 0.05
C 6.173 1.300 0.594 -0.07
O 5.875 1.456 -0.822 -0.20
C 4.916 0.544 -1.301 -0.27
C 4.706 0.788 -2.748 -0.41
C 4.472 2.291 -3.057 -0.03
N 3.519 -0.009 -3.133 0.06
H 6.457 0.272 0.857 0.08
H 5.267 1.618 1.242 0.10
H 7.032 1.950 0.804 0.08
H 5.409 -0.425 -1.170 0.12
H 3.942 0.600 -0.767 0.11
H 5.654 0.462 -3.210 0.14
H 4.298 2.518 -4.083 0.06
H 5.352 2.868 -2.807 0.07
H 3.678 2.733 -2.463 0.08
H 3.177 0.335 -4.020 0.06
H 3.690 -1.024 -3.188 0.05
C 3.871 -2.550 0.453 -0.09
O 2.823 -2.529 1.407 -0.20
C 2.064 -3.726 1.548 -0.19
C 2.832 -4.995 1.941 -0.48
C 1.841 -6.144 2.145 -0.06
N 3.523 -4.635 3.119 0.05
H 3.778 -1.599 -0.089 0.06
H 3.871 -3.377 -0.306 0.11
H 4.837 -2.571 0.847 0.06
H 1.439 -3.408 2.359 0.12
H 1.501 -3.962 0.665 0.10
H 3.467 -5.333 1.106 0.13
H 1.387 -6.451 1.205 0.07
H 1.075 -5.880 2.888 0.08
H 2.398 -7.054 2.498 0.09
H 4.236 -5.295 3.422 0.09
H 3.876 -3.685 3.116 0.07
C -3.734 -4.776 3.944 -0.09
O -4.272 -4.053 2.839 -0.19
C -4.260 -2.673 2.848 -0.21
C -3.228 -2.129 1.837 -0.37
C -1.790 -2.555 1.953 -0.04
N -3.274 -0.610 1.861 0.05
H -3.335 -4.067 4.690 0.08
H -2.865 -5.378 3.532 0.09
H -4.455 -5.511 4.347 0.09
H -5.263 -2.324 2.621 0.12
H -3.983 -2.340 3.860 0.12
H -3.541 -2.417 0.913 0.09
H -1.720 -3.586 1.661 0.08
H -1.440 -2.575 2.951 0.06
H -1.229 -1.849 1.351 0.08
H -2.748 -0.277 1.081 0.02
H -4.226 -0.254 1.741 0.07
C 1.815 1.167 -7.831 -0.12
O 2.022 1.515 -6.481 -0.23
C 1.209 2.623 -6.090 -0.19
C -0.273 2.121 -5.900 -0.37
C -1.106 3.288 -5.349 -0.07
N -0.254 1.035 -4.860 0.05
H 0.897 0.609 -7.937 0.07
H 2.696 0.564 -8.139 0.10
H 1.705 2.052 -8.471 0.09
H 1.683 3.034 -5.180 0.13
H 1.283 3.410 -6.882 0.13
H -0.705 1.655 -6.820 0.14
H -1.379 4.045 -6.106 0.08
H -0.694 3.812 -4.480 0.08
H -2.059 2.951 -5.009 0.06
H 0.543 0.425 -5.049 0.04
H 0.029 1.458 -3.983 0.05
C -6.382 2.748 1.611 -0.13
O -6.173 1.661 2.450 -0.19
C -5.842 2.099 3.800 -0.16
C -5.622 0.759 4.580 -0.42
C -7.024 0.112 4.733 -0.07
N -4.992 0.900 5.879 0.05
H -6.828 2.448 0.680 0.09
H -5.462 3.192 1.324 0.07
H -6.985 3.500 2.024 0.07
H -4.950 2.722 3.874 0.12
H -6.635 2.619 4.305 0.11
H -4.982 0.178 3.898 0.10
H -7.680 0.723 5.299 0.05
H -7.034 -0.868 5.271 0.08
H -7.509 -0.132 3.725 0.10
H -4.013 0.633 5.846 0.05
H -5.457 0.417 6.612 0.05
N 1.655 4.897 0.869 0.18
C 0.700 5.093 -0.079 -0.74
N -0.493 4.595 0.289 0.15
O 0.997 5.370 -1.197 0.04
H 2.554 5.195 0.688 0.08
H 1.466 4.511 1.789 0.08
H -1.314 4.932 -0.134 0.09
H -0.587 4.253 1.279 0.09
N 3.498 0.638 3.300 0.15
C 2.832 1.549 2.522 -0.70
N 2.232 1.036 1.392 0.19
O 2.691 2.693 2.871 0.04
H 3.412 -0.375 3.271 0.09
H 3.580 1.009 4.253 0.11
H 1.603 1.730 1.041 0.06
H 2.104 0.104 1.131 0.06
N -2.156 5.439 3.869 0.14
C -1.031 6.186 4.351 -0.67
N -1.146 7.530 4.350 0.17
O -0.007 5.624 4.558 0.05
H -2.989 5.931 3.587 0.07
H -2.073 4.423 3.742 0.06
H -2.015 7.972 4.209 0.08
H -0.382 8.023 4.737 0.10
N -0.261 2.398 4.972 0.19
C -1.008 2.018 3.948 -0.67
N -1.760 0.869 4.130 0.15
O -1.072 2.658 2.888 -0.03
H 0.256 3.272 4.890 0.10
H -0.121 1.823 5.792 0.11
H -2.272 0.644 3.255 0.07
H -1.332 0.105 4.586 0.07
N -2.367 -1.450 -3.674 0.15
C -3.128 -2.535 -3.914 -0.68
N -3.627 -3.041 -2.715 0.15
O -3.249 -3.098 -4.999 0.00
H -2.161 -0.923 -2.784 0.07
H -1.996 -1.005 -4.506 0.08
H -3.682 -2.459 -1.938 0.06
H -4.111 -3.903 -2.813 0.09
N -0.621 1.379 -0.030 0.16
C -0.748 0.453 -1.031 -0.67
N 0.295 0.193 -1.775 0.21
O -1.830 -0.145 -1.140 -0.03
H -1.497 1.652 0.368 0.08
H -0.039 2.186 -0.384 0.11
H 1.224 0.504 -1.715 0.08
H 0.091 -0.424 -2.547 0.06
```

=====

Entry 2:
The following is a DFT calculation (wB97M-V/def2-TZVPD) of an isolated ion of composition C6H14NO2 and charge +1.

## Properties
SMILES	COC[C@@H]1C[NH2+]CCO1
total charge	+1
ΔE to the lowest compared entry with this formula, charge and spin	0.4358	eV

Structure (XYZ):
```
23
Properties=species:S:1:pos:R:3:lowdin_charge:R:1
C -0.311 -2.204 1.742 -0.07
O -0.834 -1.571 0.573 -0.22
C -1.357 -0.267 0.781 -0.13
C -1.200 0.593 -0.495 -0.26
C -0.314 -0.062 -1.538 -0.05
N 1.073 -0.235 -0.974 0.09
C 1.502 0.952 -0.125 -0.05
C 0.628 2.143 -0.466 -0.16
O -0.728 1.892 -0.141 -0.07
H -1.100 -2.716 2.296 0.10
H 0.422 -2.941 1.416 0.09
H 0.159 -1.470 2.405 0.09
H -2.414 -0.312 1.060 0.14
H -0.823 0.221 1.603 0.13
H -2.171 0.731 -0.975 0.17
H -0.230 0.548 -2.435 0.15
H -0.687 -1.050 -1.797 0.15
H 1.737 -0.388 -1.731 0.19
H 1.046 -1.083 -0.403 0.16
H 1.373 0.660 0.916 0.14
H 2.557 1.141 -0.314 0.14
H 0.736 2.416 -1.522 0.14
H 0.938 3.004 0.124 0.15
```